A 3-piece molecular cluster, C3H13NO2S overall at a distorted geometry. Source: the OMol25 dataset; level of theory: the ωB97M-V functional and the def2-TZVPD basis.

Summary:
Frontier orbital gap (alpha / beta)   2.4 / 9.2 eV
Energy relative to the best compared isomer or geometry (same formula, charge and spin)   27.6 kcal/mol
Charge   -1
<S²>   0.751
Spin multiplicity   2
Electronic energy   -19740.4208 eV
F_max   1.7 eV/Å

The geometry in XYZ format:
```
20
Properties=species:S:1:pos:R:3:forces:R:3:lowdin_charge:R:1
S 1.1738 -0.8717 2.3721 -0.5 0.2 0.7 0.570
O -0.1595 3.7133 -1.9411 0.6 -0.6 0.5 -0.122
O -0.0816 -3.9220 -1.6983 0.8 0.0 -0.2 -0.256
N -1.0217 1.1000 -0.4903 -0.2 0.2 1.7 -0.155
C -0.8286 0.4785 0.8203 1.7 0.0 0.3 -0.371
C 0.6823 0.2940 1.0905 0.7 0.7 -0.8 -0.666
C -0.8883 0.3168 -1.7021 -0.8 0.6 -0.4 -0.264
H -1.8865 1.6042 -0.3621 -0.2 -0.1 -1.0 0.084
H -1.3111 -0.6912 -1.6914 0.2 -0.1 0.3 0.031
H -1.1108 1.2080 1.5840 -0.6 -0.1 -0.1 0.093
H -1.3319 -0.4705 1.0153 -0.2 -0.1 -0.3 0.069
H -1.4676 0.8571 -2.4615 0.2 0.0 -0.1 0.061
H 1.2183 0.0814 0.1595 -0.3 -0.6 0.1 0.042
H -0.2737 -3.1342 -1.1427 -0.6 -0.7 -0.3 -0.029
H 1.1456 1.2521 1.3436 -0.4 0.1 0.2 0.043
H 0.3939 2.9184 -2.1345 -0.8 0.8 0.3 0.027
H -0.2959 3.6630 -0.9714 0.1 -0.2 -0.9 0.022
H 0.1490 0.3027 -2.0361 0.1 -0.3 0.0 0.042
H -0.8455 -4.4820 -1.9027 -0.2 0.7 0.5 -0.019
H 1.9688 -1.6092 1.6251 0.3 -0.5 -0.5 -0.202
```
Positions in Å, forces in eV/Å.